Entry 1:
Molecular formula: C14H30O4S
Method: DFT, ωB97M-V/def2-TZVPD

XYZ file:
```
49
Properties=species:S:1:pos:R:3:forces:R:3:nbo_charge:R:1
C -7.0049 -0.0949 0.1913 0.2 -0.1 0.2 -0.599
C -5.5747 0.0795 0.6875 -0.1 0.1 -0.3 -0.393
C -4.7687 0.9981 -0.2286 0.2 0.0 0.3 -0.389
C -3.3217 1.1848 0.2351 -0.1 -0.2 -0.2 -0.394
C -2.4199 -0.0250 -0.0684 0.1 0.3 0.1 -0.211
C -1.9154 0.0347 -1.5142 -0.2 -0.3 0.1 -0.395
C -1.3331 -1.2863 -2.0052 0.0 0.3 0.0 -0.609
C -1.2944 -0.1529 0.9704 -0.1 0.1 -0.1 -0.401
C -0.3220 1.0337 1.0381 0.2 -0.4 -0.1 -0.436
C 0.9982 0.7816 0.3071 -0.8 1.4 -0.4 0.101
C 1.9046 2.0168 0.3060 0.1 -0.6 -0.2 -0.410
C 3.2724 1.7522 -0.3468 0.0 0.3 0.1 -0.235
C 3.7666 2.9957 -1.0854 -0.1 -0.3 0.0 -0.596
C 4.3028 1.3306 0.7021 -0.2 -0.1 -0.2 -0.616
O 1.6789 -0.3042 0.9493 0.3 -0.7 0.2 -0.721
S 1.9210 -1.5837 0.0714 0.5 -0.5 -0.1 2.579
O 0.9761 -2.5927 0.3732 0.1 -0.1 0.4 -0.905
O 2.1298 -1.2136 -1.2892 0.1 0.1 -0.2 -0.947
O 3.3072 -2.0366 0.6763 -0.6 -0.4 0.3 -0.865
H -7.0123 -0.5366 -0.8029 -0.1 0.0 -0.1 0.200
H -7.5120 0.8665 0.1411 -0.1 0.1 0.0 0.200
H -7.5664 -0.7443 0.8589 -0.1 -0.1 0.0 0.208
H -5.0948 -0.8988 0.7469 0.0 0.0 0.1 0.194
H -5.5897 0.5014 1.6952 0.1 0.0 0.1 0.192
H -4.7819 0.5952 -1.2432 0.0 0.0 -0.1 0.193
H -5.2598 1.9740 -0.2583 -0.1 0.0 -0.1 0.199
H -3.3275 1.3758 1.3103 0.0 0.1 0.1 0.197
H -2.9097 2.0704 -0.2540 0.1 0.1 0.1 0.198
H -3.0254 -0.9317 0.0291 0.0 0.0 0.0 0.199
H -1.1726 0.8284 -1.6130 0.0 0.2 0.0 0.185
H -2.7564 0.3005 -2.1600 0.0 0.1 0.0 0.201
H -0.4684 -1.5915 -1.4204 0.0 -0.1 -0.1 0.210
H -1.0199 -1.1945 -3.0429 0.1 -0.1 -0.1 0.210
H -2.0816 -2.0734 -1.9424 0.0 -0.1 0.0 0.202
H -1.7702 -0.2688 1.9467 0.0 -0.1 0.0 0.209
H -0.7262 -1.0657 0.7869 -0.1 0.0 0.1 0.223
H -0.0740 1.2421 2.0803 0.0 0.1 0.0 0.214
H -0.7814 1.9287 0.6195 0.1 0.1 0.0 0.216
H 0.8205 0.4707 -0.7252 -0.1 0.2 0.1 0.208
H 1.3789 2.7994 -0.2436 -0.1 0.0 0.0 0.217
H 2.0447 2.3597 1.3325 -0.1 0.1 0.1 0.206
H 3.1503 0.9420 -1.0733 0.0 0.1 0.0 0.214
H 4.7465 2.8135 -1.5202 0.1 0.0 -0.1 0.208
H 3.8472 3.8377 -0.4006 0.0 0.1 0.1 0.200
H 3.0838 3.2659 -1.8870 -0.1 0.1 -0.1 0.207
H 4.5377 2.1729 1.3512 0.0 0.0 0.1 0.209
H 3.9179 0.5236 1.3200 0.1 0.0 0.2 0.210
H 5.2260 1.0061 0.2251 0.2 0.0 0.0 0.204
H 4.0015 -1.5132 0.2723 0.4 0.3 -0.2 0.511
```
Positions in Å, forces in eV/Å.

Output
Structure (SMILES): CCCC[C@@H](CC)CC[C@@H](CC(C)C)OS(=O)(=O)O
Orbital gap, eV: 11.2
Relative energy (zero: lowest compared OMol25 entry of this formula, charge and spin), kcal/mol: 3.8
Electronic energy, hartree: -1250.59265
HOMO, eV: -10.6

---

Entry 2:
Molecular formula: C14H18O5
Method: DFT, ωB97M-V/def2-TZVPD

XYZ file:
```
37
Properties=species:S:1:pos:R:3:forces:R:3:nbo_charge:R:1
C -4.7869 0.7633 -1.1229 -0.4 -0.5 0.6 -0.637
C -3.4071 0.4829 -0.5930 0.9 0.1 0.3 -0.055
C -3.2098 -0.3731 0.5192 1.0 0.5 -0.7 -0.204
C -1.9247 -0.6653 0.9928 0.2 0.9 -1.4 -0.224
C -0.7963 -0.0915 0.3306 0.6 0.1 0.3 -0.080
C -0.9803 0.7105 -0.7986 0.4 -0.4 0.1 0.264
C -2.2717 1.0470 -1.2222 -0.9 -0.2 0.3 0.253
O -2.4346 1.9414 -2.2521 0.2 -0.5 0.4 -0.669
O 0.0802 1.2258 -1.5778 0.2 -0.4 0.8 -0.554
C 1.3790 0.5626 -1.3852 -0.8 -0.7 0.1 -0.096
C 1.7289 0.5485 0.1057 0.0 -0.1 -0.2 0.199
O 1.8919 1.8724 0.5629 -0.5 0.7 0.1 -0.725
C 3.0465 -0.2106 0.3831 0.1 -0.4 -1.0 0.077
O 4.1311 0.0695 -0.5965 -1.4 -0.6 1.3 -0.750
C 2.6294 -1.7141 0.3519 -0.4 0.6 -1.3 0.083
O 2.8207 -2.2498 -0.9493 0.6 -0.2 -0.1 -0.726
C 1.1067 -1.7369 0.6184 -0.1 -0.6 -0.2 -0.427
C 0.6645 -0.2851 0.8521 -1.5 -0.4 1.1 -0.066
C 0.6676 0.0318 2.3900 0.1 -0.5 -0.2 -0.602
H -5.5215 0.9913 -0.3314 0.4 -0.2 -0.1 0.217
H -4.8084 1.5890 -1.7920 0.2 0.7 -0.6 0.233
H -5.1676 -0.0992 -1.6752 0.0 0.0 0.0 0.220
H -4.0684 -0.8031 1.0072 -0.2 -0.1 0.0 0.212
H -1.7953 -1.3676 1.8019 0.1 0.1 0.2 0.215
H -1.5346 2.1561 -2.5246 0.1 0.2 -0.3 0.495
H 2.1485 1.0857 -1.9346 -0.2 0.6 -0.2 0.212
H 1.3548 -0.4605 -1.8113 -0.3 0.4 0.4 0.213
H 1.0737 2.3945 0.4206 0.6 -0.6 -0.1 0.483
H 3.3751 -0.0720 1.4092 0.2 0.8 0.0 0.192
H 4.3366 1.0149 -0.5995 -0.2 -0.2 0.3 0.490
H 3.1413 -2.2741 1.1347 0.4 -0.2 -0.2 0.169
H 3.6161 -1.8535 -1.3485 -0.3 -0.1 0.4 0.490
H 0.9356 -2.3536 1.5030 -0.3 0.1 0.0 0.216
H 0.5219 -2.2034 -0.2277 1.0 0.4 0.7 0.244
H -0.0579 -0.5739 2.9869 0.4 0.5 -0.8 0.217
H 1.6415 -0.1887 2.8396 0.0 0.1 -0.2 0.202
H 0.4735 1.0888 2.5326 -0.1 0.1 0.2 0.221
```
Positions in Å, forces in eV/Å.

Output
Structure (SMILES): Cc1ccc2c(c1O)OC[C@]1(O)[C@H](O)[C@H](O)C[C@]21C
Orbital gap, eV: 8.9
Relative energy (zero: lowest compared OMol25 entry of this formula, charge and spin), kcal/mol: 17.7
Electronic energy, hartree: -920.46890
HOMO, eV: -8.3

---

Entry 3:
Molecular formula: C6H14N2
Method: DFT, ωB97M-V/def2-TZVPD

XYZ file:
```
22
Properties=species:S:1:pos:R:3:forces:R:3:nbo_charge:R:1
C 0.3354 1.1990 2.1129 -0.1 0.1 -0.1 -0.636
C 0.4053 -0.2683 2.3817 0.4 0.0 -0.1 -0.178
C -0.3300 -1.1815 1.7690 -0.2 0.0 0.0 -0.186
C -0.2545 -2.6552 2.0113 -0.1 0.1 0.1 -0.637
H -0.3416 1.4136 1.2854 0.0 0.0 0.0 0.206
H -0.0076 1.7687 2.9777 0.0 0.0 0.1 0.211
H 1.3140 1.5861 1.8329 0.1 0.0 0.0 0.220
H 1.1907 -0.5947 3.0602 -0.1 0.0 0.1 0.186
H -1.0818 -0.8283 1.0651 0.0 -0.1 -0.1 0.178
H 0.5076 -2.8763 2.7570 0.1 -0.1 0.0 0.210
H -1.2077 -3.0219 2.3965 0.0 -0.1 0.0 0.212
H -0.0323 -3.2153 1.1026 0.0 0.0 0.0 0.213
C 1.3599 0.6382 -2.8465 0.0 0.1 0.2 -0.455
N 0.6549 1.4954 -1.9059 0.1 0.1 0.1 -0.397
C -0.5962 1.4708 -1.8545 -0.4 -0.5 -0.1 0.254
N -1.4379 0.6175 -2.6625 0.1 0.1 0.1 -0.896
H 2.2978 0.3426 -2.3817 0.0 -0.1 0.0 0.201
H 1.6079 1.2223 -3.7320 0.0 0.0 -0.1 0.207
H 0.7973 -0.2419 -3.1491 0.0 0.0 -0.1 0.199
H -1.1137 2.0836 -1.1161 0.2 0.3 0.0 0.147
H -1.8471 -0.1029 -2.0746 0.0 0.0 0.0 0.371
H -2.2201 1.1484 -3.0294 0.0 0.0 0.0 0.370
```
Positions in Å, forces in eV/Å.

Output
Structure (SMILES): C/C=C/C.C/N=C\N
Orbital gap, eV: 10.1
Relative energy (zero: lowest compared OMol25 entry of this formula, charge and spin), kcal/mol: 36.7
Electronic energy, hartree: -346.46867
HOMO, eV: -9.2